Entry from the Open Molecules 2025 dataset: a structure of composition C25H28FN3O3Pd at a distorted geometry (wB97M-V/def2-TZVPD).

XYZ file:
```
61
Properties=species:S:1:pos:R:3:forces:R:3
Pd -0.4511 0.3624 0.3656 0.49 0.55 -0.19
C 6.0273 4.5800 0.9304 0.01 0.00 0.01
C 5.7771 3.7962 -0.3525 -0.04 0.01 -0.03
C 7.0108 3.0751 -0.8767 0.03 0.04 0.00
C 7.4578 1.9864 0.0892 0.02 -0.02 0.00
C 6.3038 1.1014 0.4814 -0.08 -0.03 0.02
C 6.5133 -0.1764 0.9493 0.00 0.01 -0.01
C 5.4340 -0.9855 1.2957 0.03 0.01 -0.01
F 5.6974 -2.2402 1.7236 -0.02 0.01 0.00
C 4.1434 -0.5580 1.2000 0.05 0.03 -0.03
C 3.9014 0.7380 0.7277 0.06 0.03 0.10
C 2.5154 1.2068 0.6202 -0.12 -0.06 -0.02
O 1.6116 0.5228 1.1452 -0.03 -0.14 -0.05
C 2.3204 2.4343 -0.0788 0.15 -0.03 -0.04
C 3.4215 3.1832 -0.3711 -0.01 0.06 0.01
N 4.6978 2.8190 -0.1474 -0.05 -0.02 0.00
C 4.9728 1.5597 0.3609 0.02 -0.02 0.00
C 0.9819 2.9909 -0.5564 0.10 -0.01 -0.10
O 0.9481 4.1876 -0.8242 0.00 0.04 -0.01
O 0.0427 2.1511 -0.7237 0.03 -0.20 -0.01
H 6.8336 5.2994 0.7825 0.00 0.01 0.00
H 6.3009 3.9176 1.7525 0.01 -0.01 0.00
H 5.1306 5.1240 1.2262 -0.01 0.00 -0.01
H 5.4124 4.4784 -1.1215 0.02 0.01 0.00
H 7.8071 3.8048 -1.0280 0.01 -0.01 -0.02
H 6.7776 2.6365 -1.8496 -0.01 -0.01 0.00
H 7.8963 2.4357 0.9847 -0.01 0.01 0.00
H 8.2417 1.3781 -0.3640 0.01 0.01 0.01
H 7.5174 -0.5722 1.0374 0.01 0.00 0.00
H 3.3068 -1.1928 1.4480 -0.01 0.01 0.06
H 3.2643 4.1586 -0.8166 0.00 0.01 0.01
C -1.8353 -0.5493 0.7426 -0.77 -0.62 0.65
C -2.4869 -1.8456 0.6934 0.17 0.31 -0.26
C -1.9265 -2.9264 1.3800 -0.07 -0.05 0.04
C -2.5534 -4.1598 1.3392 -0.03 0.02 -0.03
C -3.7354 -4.3073 0.6222 -0.03 -0.05 -0.01
C -4.3035 -3.2298 -0.0487 0.04 0.00 0.02
C -3.6822 -1.9938 -0.0150 0.00 -0.11 -0.01
H -1.0263 -2.7808 1.9651 0.02 0.03 -0.03
H -2.1298 -5.0023 1.8698 -0.01 -0.01 0.00
H -4.2251 -5.2721 0.5916 0.00 -0.01 0.01
H -5.2305 -3.3554 -0.5920 0.00 -0.02 -0.01
H -4.1052 -1.1408 -0.5294 0.01 0.01 0.01
C 2.6613 -3.9220 -0.3897 0.01 -0.02 0.00
C 2.3799 -3.0774 -1.6290 -0.03 0.01 -0.03
C 3.6878 -2.7739 -2.3525 0.00 0.00 -0.02
C 1.4200 -3.8156 -2.5670 0.00 0.01 -0.01
N 1.8608 -1.7620 -1.2029 -0.07 0.02 0.04
N 0.6234 -1.7690 -0.5060 -0.02 0.12 -0.13
H 3.1967 -4.8302 -0.6689 -0.01 -0.01 -0.01
H 1.7403 -4.2315 0.1094 -0.01 0.02 0.00
H 3.2780 -3.3676 0.3191 0.02 0.00 -0.01
H 4.1533 -3.6939 -2.7075 0.00 -0.01 0.00
H 4.3804 -2.2632 -1.6827 0.00 0.01 0.02
H 3.5133 -2.1315 -3.2192 -0.01 0.01 0.00
H 1.8643 -4.7481 -2.9178 0.01 -0.01 0.01
H 1.1876 -3.2037 -3.4416 0.00 0.00 -0.01
H 0.4836 -4.0765 -2.0685 -0.01 0.01 0.00
H 1.7335 -1.1646 -2.0122 0.04 0.05 0.04
H 0.7809 -2.1336 0.4250 0.02 0.06 0.01
H -0.0928 -2.3370 -0.9575 0.07 -0.07 0.02
```
Positions in Å, forces in eV/Å.

Calculated values
HOMO level (spin up / spin down) ... -7.707 / -7.707 eV
Maximum force ... 1.19 eV/Å
Energy above the lowest of the compared OMol25 structures with the same formula, charge and spin ... 9.86 kcal/mol
E ... -1587.09576 hartree
E_LUMO (spin up / spin down) ... -0.7 / -0.7 eV

Results of the Löwdin charge analysis, in e, for atoms 1 through 8: number 1, Pd, carries 0.924; number 2, C, carries -0.022; number 3, C, carries -0.311; number 4, C, carries -0.135; number 5, C, carries -0.133; number 6, C, carries -0.130; number 7, C, carries 0.049; number 8, C, carries -0.262